This record from the OMol25 dataset describes a 16-piece molecular cluster, H32O16 overall in a non-equilibrium geometry. The level of theory is ωB97M-V/def2-TZVPD.

Last column: natural (NBO) charge in e.
Geometry (Å):
O 2.963 -3.831 2.995  -1.0027
H 2.423 -3.012 2.857  0.5057
H 3.596 -4.182 2.395  0.5050
O -0.034 1.446 -0.211  -0.9623
H 0.388 1.274 -1.030  0.4624
H 0.556 1.314 0.536  0.4908
O 3.829 -0.426 3.168  -0.9437
H 3.276 0.202 3.646  0.4740
H 3.890 -1.194 3.778  0.4706
O 2.633 2.483 -3.868  -0.9861
H 3.462 1.966 -3.752  0.5143
H 2.156 2.475 -4.707  0.5104
O 3.074 2.766 -0.352  -0.9499
H 2.776 3.698 -0.435  0.4788
H 3.318 2.399 -1.259  0.4746
O -3.909 -3.192 -1.319  -0.9547
H -3.153 -3.553 -1.829  0.4817
H -4.287 -3.895 -0.812  0.4729
O 1.431 -0.411 0.621  -0.9957
H 1.565 -1.279 1.027  0.4974
H 2.074 0.036 0.058  0.5019
O -1.383 3.853 3.588  -0.9363
H -1.446 2.909 3.439  0.4683
H -2.309 4.073 3.663  0.4686
O -1.761 -2.363 -4.180  -0.9548
H -1.401 -1.588 -3.700  0.4856
H -2.526 -1.953 -4.596  0.4659
O 3.475 -3.046 -2.484  -0.9515
H 2.580 -3.026 -2.158  0.4743
H 3.514 -3.648 -3.269  0.4774
O -3.373 2.161 2.177  -0.9654
H -4.239 2.015 1.795  0.4817
H -2.789 1.525 1.788  0.4846
O -4.321 4.249 0.003  -0.9446
H -4.063 4.087 0.903  0.4736
H -3.592 4.699 -0.382  0.4695
O -3.572 -2.220 1.768  -0.9578
H -3.410 -1.766 0.972  0.4804
H -2.864 -2.812 2.019  0.4772
O 0.052 -0.011 -2.828  -0.9660
H -0.084 0.917 -2.968  0.4840
H -0.192 -0.152 -1.901  0.4849
O -0.021 -4.364 3.533  -0.9579
H 1.013 -4.472 3.495  0.4852
H -0.224 -5.256 3.168  0.4640
O 0.621 3.113 -2.354  -0.9768
H 1.177 3.457 -1.669  0.4627
H 1.293 2.835 -3.037  0.4778

Values from the calculation:
Relative energy (zero: lowest compared OMol25 entry of this formula, charge and spin) = 695.5 kJ/mol
Largest force on an atom = 3.47 eV/A
Lowest unoccupied orbital energy = -0.3 eV
Frontier orbital gap = 10.25 eV
DFT total energy = -33277.7258 eV
E_HOMO = -10.55 eV

This record from the OMol25 dataset describes a 14-piece molecular cluster, C63H142N8O20 overall in a non-equilibrium geometry. The level of theory is ωB97M-V/def2-TZVPD.

Last column: Löwdin charge in e.
Geometry (Å):
C 0.670 -3.722 3.297  0.0152
C 0.177 -5.049 3.827  -0.5259
O -0.243 -5.969 3.151  0.0285
N 0.240 -5.129 5.206  0.0041
H -0.632 -5.331 1.147  0.0646
H 0.632 -4.396 5.797  0.1409
C -0.385 -6.275 5.829  -0.0938
H 1.144 -3.896 2.282  0.0748
H 1.466 -3.384 3.937  0.0763
H -0.166 -3.080 3.158  0.0671
H -1.273 -6.466 5.226  0.0790
H -0.764 -6.111 6.885  0.1078
H 0.156 -7.252 5.855  0.0779
C 2.741 0.224 7.062  0.0103
C 2.212 1.484 6.499  -0.4957
O 1.217 2.107 6.832  0.0454
N 3.021 1.883 5.447  -0.0066
H 3.552 1.172 5.067  0.0620
H 0.197 3.184 5.735  0.0154
C 3.007 3.162 4.873  -0.0742
H 1.995 -0.348 7.592  0.0837
H 3.588 0.464 7.636  0.0785
H 3.043 -0.491 6.244  0.1036
H 2.413 3.213 3.942  0.0801
H 4.076 3.350 4.647  0.1010
H 2.626 3.878 5.628  0.1086
C -4.418 0.649 4.712  -0.0950
C -4.459 0.705 3.205  -0.2412
C -3.193 0.197 2.473  -0.1772
C -1.945 0.902 2.960  -0.1353
N -0.836 1.133 1.985  -0.2469
C -1.279 2.326 1.122  -0.0442
C -0.391 2.125 -0.103  -0.1278
C 0.167 0.720 -0.169  -0.1049
C -0.444 -0.058 1.085  -0.0171
C 0.367 1.578 2.745  -0.0053
H -3.673 1.357 5.064  0.0593
H -4.046 -0.303 5.036  0.0632
H -5.394 0.921 5.186  0.0985
H -4.439 1.740 2.902  0.1015
H -5.398 0.195 2.873  0.1061
H -3.303 0.436 1.410  0.0889
H -3.064 -0.935 2.542  0.1186
H -1.513 0.270 3.727  0.1312
H -2.178 1.906 3.303  0.1275
H -1.045 3.186 1.676  0.1103
H -2.378 2.192 1.019  0.1100
H 0.458 2.787 -0.012  0.0991
H -0.940 2.470 -0.977  0.1098
H 1.253 0.677 0.024  0.0919
H 0.015 0.217 -1.182  0.0960
H 0.339 -0.582 1.627  0.1231
H -1.351 -0.603 0.878  0.0952
H 1.252 1.530 2.147  0.0599
H 0.542 0.884 3.583  0.1113
H 0.216 2.599 3.187  0.1030
C -6.962 -0.464 -3.172  -0.0971
C -7.164 -2.004 -3.226  -0.2517
C -6.296 -2.727 -2.191  -0.1770
C -6.689 -2.385 -0.743  -0.0838
N -5.631 -2.909 0.338  -0.1983
C -6.105 -2.345 1.662  -0.1328
C -5.553 -3.249 2.703  -0.1447
C -5.230 -4.571 1.978  -0.1407
C -5.775 -4.415 0.580  -0.0759
C -4.275 -2.285 -0.074  0.0320
H -7.835 0.012 -3.733  0.0910
H -5.933 -0.120 -3.620  0.0992
H -6.945 -0.073 -2.160  0.0328
H -6.886 -2.360 -4.237  0.1086
H -8.251 -2.210 -3.222  0.1086
H -5.246 -2.395 -2.313  0.1072
H -6.264 -3.840 -2.396  0.1267
H -7.612 -2.727 -0.336  0.1163
H -6.672 -1.337 -0.598  0.0660
H -5.830 -1.268 1.645  0.1081
H -7.219 -2.323 1.700  0.1479
H -4.693 -2.831 3.170  0.0917
H -6.290 -3.426 3.506  0.1282
H -4.137 -4.718 2.010  0.1088
H -5.691 -5.373 2.482  0.0991
H -5.218 -4.959 -0.166  0.1302
H -6.814 -4.663 0.632  0.1301
H -3.828 -3.034 -0.773  0.1124
H -3.629 -2.174 0.803  0.0610
H -4.504 -1.260 -0.469  0.0930
C 3.574 -4.013 0.859  -0.0888
C 3.771 -5.508 0.705  -0.2431
C 3.094 -6.340 1.780  -0.2069
C 3.712 -7.659 1.880  -0.1464
N 3.286 -8.515 3.057  -0.2685
C 3.498 -7.885 4.411  -0.1036
C 3.528 -9.017 5.426  -0.0806
C 4.111 -10.218 4.558  -0.1111
C 4.212 -9.699 3.177  -0.1310
C 1.895 -9.008 2.830  0.0412
H 2.492 -3.847 0.734  0.0574
H 4.143 -3.262 0.311  0.0787
H 3.791 -3.724 1.908  0.0820
H 4.847 -5.689 0.720  0.1106
H 3.451 -5.961 -0.246  0.1288
H 2.030 -6.469 1.429  0.1401
H 3.204 -5.923 2.777  0.1114
H 4.771 -7.555 2.087  0.1303
H 3.578 -8.312 1.000  0.1600
H 2.847 -6.977 4.491  0.1394
H 4.469 -7.413 4.334  0.1361
H 2.548 -9.304 5.737  0.0991
H 4.129 -8.642 6.239  0.1204
H 3.466 -11.084 4.601  0.1200
H 5.044 -10.573 4.808  0.0971
H 4.160 -10.440 2.377  0.1532
H 5.178 -9.227 2.956  0.1352
H 1.847 -9.491 1.823  0.1320
H 1.280 -8.159 2.724  0.0679
H 1.539 -9.736 3.588  0.1285
C 5.721 0.947 -4.792  -0.1103
O 4.637 1.527 -4.153  -0.1817
C 4.405 0.944 -2.918  -0.2207
C 5.456 1.358 -1.902  -0.2138
N 4.833 2.336 -1.107  -0.0655
H 4.194 2.923 -1.674  0.0932
H 3.667 1.735 0.651  0.0261
C 5.771 3.367 -0.555  -0.1597
C 5.193 4.748 -0.738  -0.2754
O 5.421 5.141 -2.063  -0.1720
C 5.310 6.591 -1.956  -0.0675
H 5.583 -0.116 -4.873  0.0895
H 6.675 1.133 -4.264  0.0965
H 5.761 1.377 -5.764  0.0763
H 4.250 -0.144 -2.988  0.1287
H 3.447 1.236 -2.539  0.1105
H 6.293 1.824 -2.404  0.1014
H 5.833 0.563 -1.282  0.1099
H 6.746 3.308 -1.126  0.1420
H 5.948 3.219 0.523  0.0805
H 5.821 5.387 -0.123  0.1106
H 4.148 4.837 -0.439  0.1194
H 5.958 6.978 -1.164  0.0897
H 4.251 6.780 -1.816  0.0870
H 5.654 6.975 -2.901  0.0839
C -3.242 0.862 -2.969  -0.0716
O -3.599 2.096 -3.627  -0.1960
C -2.547 2.586 -4.438  -0.2044
C -2.603 4.098 -4.533  -0.1138
N -2.324 4.809 -3.292  0.0682
H -1.340 4.532 -2.994  0.1478
H -2.221 5.819 -3.481  0.1806
C -3.291 4.711 -2.118  -0.0688
C -3.045 5.863 -1.218  -0.2407
O -1.698 5.945 -0.896  -0.2216
C -1.523 6.778 0.243  -0.0635
H -3.312 0.037 -3.767  0.1124
H -3.878 0.740 -2.117  0.0511
H -2.154 0.871 -2.704  0.0638
H -2.554 2.212 -5.481  0.1372
H -1.628 2.130 -4.082  0.1047
H -3.574 4.368 -4.874  0.1295
H -1.884 4.389 -5.266  0.1197
H -3.248 3.701 -1.659  0.1251
H -4.293 4.842 -2.490  0.1383
H -3.616 5.710 -0.354  0.1208
H -3.317 6.806 -1.692  0.1379
H -1.911 6.326 1.131  0.0847
H -1.922 7.805 0.043  0.1146
H -0.435 6.757 0.303  0.0862
C 1.271 6.861 -5.709  -0.0428
O 1.821 5.676 -6.370  -0.2295
C 3.192 5.320 -6.064  -0.2096
C 3.240 4.008 -6.636  -0.1159
N 2.205 3.146 -5.970  0.0506
H 2.401 3.205 -4.973  0.1047
H 1.264 3.640 -6.018  0.1787
C 2.078 1.747 -6.306  -0.1097
C 1.441 1.425 -7.676  -0.1742
O 0.076 1.864 -7.734  -0.1973
C -0.524 1.767 -9.034  -0.0648
H 0.262 7.008 -6.127  0.0908
H 1.931 7.702 -5.872  0.0838
H 1.116 6.516 -4.647  0.0819
H 3.402 5.406 -4.958  0.1467
H 3.893 6.004 -6.545  0.1350
H 4.211 3.528 -6.402  0.1461
H 3.102 4.121 -7.732  0.1535
H 1.561 1.287 -5.432  0.1387
H 3.111 1.369 -6.355  0.1265
H 1.455 0.332 -7.820  0.1340
H 2.008 1.946 -8.462  0.1204
H -0.719 0.786 -9.303  0.0669
H 0.121 2.211 -9.766  0.0843
H -1.428 2.308 -8.915  0.0826
C 5.416 1.160 2.102  0.0313
C 3.982 0.881 2.313  -0.5763
O 3.183 1.342 1.318  0.0891
O 3.491 0.179 3.135  0.0923
H 5.994 0.780 2.937  0.0981
H 5.548 2.229 1.905  0.0709
H 5.630 0.578 1.164  0.1160
C 0.778 -1.491 -4.602  -0.0244
C -0.240 -0.912 -3.601  -0.7142
O 0.016 0.219 -3.102  -0.1030
O -1.123 -1.726 -3.216  -0.0898
H 1.545 -0.815 -4.831  0.0098
H 0.302 -1.695 -5.606  0.0884
H 1.178 -2.443 -4.265  0.0654
C -6.620 2.253 0.813  -0.0166
C -5.419 1.601 0.154  -0.7234
O -5.559 0.398 -0.156  -0.0984
O -4.329 2.229 0.051  -0.0717
H -7.471 1.526 0.771  0.0852
H -7.023 3.158 0.300  0.0855
H -6.413 2.516 1.813  0.0426
C 1.120 5.055 -1.669  -0.0076
C 1.342 4.248 -2.966  -0.7258
O 2.468 3.748 -3.049  -0.0259
O 0.479 4.274 -3.860  -0.0458
H 0.189 4.700 -1.297  0.0186
H 0.912 6.159 -1.888  0.1066
H 1.937 4.947 -0.981  0.0506
C -1.657 4.201 6.992  0.0134
C -1.398 4.122 5.481  -0.5674
O -0.211 3.708 5.089  0.0867
O -2.182 4.473 4.625  0.0742
H -2.446 4.940 7.229  0.0940
H -0.707 4.292 7.593  0.0967
H -2.009 3.269 7.501  0.0934
C -0.934 -2.952 -0.872  -0.0060
C -1.128 -3.781 0.319  -0.5339
O -1.876 -3.493 1.284  0.0083
O -0.377 -4.885 0.353  0.1054
H -1.518 -2.054 -0.782  0.0648
H -1.265 -3.551 -1.698  0.0977
H 0.136 -2.700 -0.967  0.1191

Values from the calculation:
Largest force on an atom = 4.15 eV/A
Lowest unoccupied orbital energy = -3.5 eV
Frontier orbital gap = 7.08 eV
Net charge = +2
DFT total energy = -120488.4243 eV
E_HOMO = -10.54 eV

This record from the OMol25 dataset describes C40H40CrF2N4O6PS2 as an isolated structure in a non-equilibrium geometry. The level of theory is ωB97M-V/def2-TZVPD.

Last column: Löwdin spin population.
Geometry (Å):
Cr 12.154 11.652 11.394  3.7702
C 14.601 6.231 17.027  0.0001
C 14.633 7.102 15.811  0.0008
C 15.861 7.612 15.404  -0.0001
C 15.933 8.491 14.352  0.0009
C 14.767 8.924 13.698  0.0003
C 13.514 8.444 14.096  0.0012
C 13.485 7.524 15.144  0.0000
S 14.762 9.878 12.234  0.0084
O 16.114 10.150 11.839  0.0032
O 13.946 9.207 11.263  0.0116
N 13.823 11.099 12.572  0.0178
C 13.925 11.775 13.763  -0.0001
C 15.068 12.011 14.568  0.0093
C 14.980 12.780 15.718  -0.0036
C 13.755 13.297 16.116  0.0102
C 12.607 13.206 15.307  -0.0004
C 11.408 13.854 15.555  0.0213
C 10.350 13.742 14.702  -0.0022
C 10.471 12.939 13.526  0.0340
N 11.613 12.278 13.324  0.0040
C 12.653 12.383 14.151  0.0121
H 15.187 5.285 16.843  0.0000
H 13.529 5.891 17.104  0.0000
H 14.928 6.721 17.987  0.0000
H 16.787 7.220 15.891  0.0000
H 16.855 8.851 13.971  0.0001
H 12.619 8.745 13.568  0.0009
H 12.555 7.074 15.510  0.0000
H 16.026 11.534 14.171  0.0006
H 15.927 12.953 16.227  -0.0005
H 13.754 13.872 17.039  0.0005
H 11.369 14.475 16.468  0.0011
H 9.431 14.209 14.926  -0.0008
H 9.715 12.806 12.785  0.0021
O 13.997 12.122 7.402  -0.0005
S 12.972 11.545 8.263  0.0095
O 11.618 11.657 7.797  0.0013
O 13.180 11.952 9.669  0.0426
C 13.315 9.777 8.246  0.0021
C 14.421 9.329 7.559  0.0003
C 14.836 7.977 7.596  0.0011
C 13.980 7.065 8.223  0.0003
C 12.805 7.517 8.810  0.0015
C 12.492 8.843 8.849  0.0030
P 11.136 9.462 9.864  0.0311
C 10.612 7.923 10.830  0.0036
C 11.647 7.268 11.581  0.0019
C 11.348 6.157 12.368  -0.0001
C 10.033 5.672 12.419  0.0018
C 9.060 6.295 11.690  0.0000
C 9.320 7.435 10.874  0.0023
C 9.720 9.702 8.703  0.0027
C 9.780 9.175 7.417  0.0013
C 8.728 9.162 6.584  0.0002
C 7.548 9.710 6.981  0.0008
C 7.397 10.218 8.281  -0.0001
C 8.490 10.201 9.149  0.0010
H 15.112 10.042 7.066  0.0000
H 15.798 7.695 7.132  0.0001
H 14.294 6.026 8.227  0.0000
H 12.075 6.780 9.196  0.0001
H 12.622 7.635 11.478  0.0001
H 12.155 5.665 12.883  -0.0001
H 9.775 4.767 12.961  0.0001
H 8.065 5.856 11.755  0.0000
H 8.564 7.808 10.242  0.0001
H 10.669 8.724 6.931  0.0001
H 8.868 8.856 5.527  0.0000
H 6.735 9.808 6.275  0.0001
H 6.441 10.640 8.605  0.0000
H 8.434 10.659 10.154  0.0002
F 9.123 12.542 10.751  -0.0046
C 10.496 12.699 10.407  -0.0165
F 10.564 14.151 10.313  -0.0006
H 10.644 12.277 9.423  0.0042
C 6.535 10.784 15.433  0.0000
N 6.995 10.144 14.166  0.0000
C 6.437 10.816 12.994  0.0000
C 8.329 9.790 13.926  0.0002
O 8.801 9.879 12.819  0.0023
N 9.085 9.328 15.025  0.0003
C 8.532 8.516 16.037  0.0001
C 10.378 8.882 14.664  0.0010
H 6.014 11.750 15.180  0.0000
H 7.335 11.009 16.104  0.0000
H 5.904 10.098 15.979  0.0000
H 7.004 11.706 12.720  0.0000
H 5.386 10.982 13.150  0.0000
H 6.556 10.163 12.136  0.0000
H 7.654 8.960 16.415  0.0000
H 9.262 8.428 16.846  0.0000
H 8.263 7.491 15.690  0.0000
H 10.801 9.530 13.872  0.0021
H 10.349 7.840 14.228  0.0000
H 11.026 8.906 15.535  0.0000

Values from the calculation:
Multiplicity = 5
Relative energy (zero: lowest compared OMol25 entry of this formula, charge and spin) = 52.8 kJ/mol
Largest force on an atom = 3.11 eV/A
Lowest unoccupied orbital energy (spin up / spin down) = 2.2 / 2.1 eV
Expectation value of S² = 6.03
Frontier orbital gap (spin up / spin down) = 6.39 / 7.10 eV
Net charge = -1
DFT total energy = -125192.3137 eV
E_HOMO (spin up / spin down) = -4.23 / -4.96 eV

The lowest DFT total energy belongs to which entry?
C40H40CrF2N4O6PS2